{
  "formula": "C20H20Cl3O4",
  "method": "ωB97M-V/def2-TZVPD",
  "species": ["C", "C", "O", "C", "C", "C", "O", "C", "C", "C", "C", "C", "O", "H", "H", "H", "H", "H", "H", "H", "H", "H", "H", "H", "H", "H", "H", "H", "Cl", "C", "Cl", "C", "O", "C", "C", "C", "C", "C", "C", "C", "Cl", "C", "H", "H", "H", "H", "H"],
  "positions_angstrom": [[-2.89195, -1.42780, 0.79090], [-2.19916, -1.44848, -0.54883], [-0.77146, -1.55156, -0.34634], [-0.09406, -1.72149, -1.51129], [1.42608, -1.86768, -1.20256], [2.19956, -2.56403, -2.36649], [1.73011, -2.65159, -3.47450], [3.61313, -3.05948, -2.03751], [4.53581, -2.10085, -1.29613], [4.12812, -1.77083, 0.14407], [3.02038, -2.63148, 0.74044], [1.61997, -2.53644, 0.15261], [-0.63016, -1.71128, -2.59229], [-3.95347, -1.24393, 0.60630], [-2.80817, -2.39880, 1.28939], [-2.51571, -0.64425, 1.45879], [-2.51914, -2.31686, -1.13994], [-2.39579, -0.52821, -1.11921], [3.52393, -3.99230, -1.46768], [4.06963, -3.29993, -3.00345], [5.52883, -2.57374, -1.27637], [4.67525, -1.18291, -1.87501], [5.00406, -1.92833, 0.78290], [3.86941, -0.71334, 0.23257], [3.32082, -3.68099, 0.68913], [2.93859, -2.39224, 1.80631], [0.95387, -2.03065, 0.85509], [1.21330, -3.55215, 0.03574], [1.97446, -0.24320, -1.32515], [0.30624, 3.45851, 1.59305], [1.95815, 3.80832, 1.67215], [-0.36726, 3.63258, 0.28651], [0.24225, 3.79780, -0.77324], [-1.85606, 3.54875, 0.32609], [-2.52214, 3.05666, 1.49336], [-3.93617, 3.04935, 1.50878], [-4.66249, 3.47325, 0.40681], [-3.99758, 3.86366, -0.76613], [-2.60605, 3.87993, -0.79861], [-1.72105, 2.57510, 2.57187], [-2.42129, 1.63082, 3.80563], [-0.35098, 2.84742, 2.63967], [-4.45378, 2.72357, 2.40780], [-5.75107, 3.49767, 0.44544], [-4.56212, 4.17527, -1.64553], [-2.07480, 4.17847, -1.69942], [0.20995, 2.56772, 3.52428]],
  "lowdin_charge": [-0.06, -0.21, -0.04, -0.49, -0.64, -0.38, 0.11, -0.12, -0.21, -0.24, -0.20, -0.16, 0.12, 0.08, 0.07, 0.07, 0.12, 0.14, 0.12, 0.12, 0.11, 0.10, 0.11, 0.07, 0.10, 0.11, 0.12, 0.14, 0.91, -0.67, 0.65, -0.44, -0.05, -0.10, -0.21, -0.08, -0.12, -0.12, -0.04, -0.69, 0.63, -0.17, 0.07, 0.09, 0.08, 0.11, 0.09],
  "e_homo_ev": -3.0,
  "charge": -1,
  "e_tot_ha": -2455.7168
}

{
  "formula": "C20H20ClN3O3",
  "method": "ωB97M-V/def2-TZVPD",
  "species": ["O", "C", "C", "C", "N", "C", "O", "O", "C", "C", "C", "C", "C", "C", "N", "C", "C", "N", "C", "C", "C", "C", "C", "C", "Cl", "C", "C", "H", "H", "H", "H", "H", "H", "H", "H", "H", "H", "H", "H", "H", "H", "H", "H", "H", "H", "H", "H"],
  "positions_angstrom": [[1.29599, -0.43617, 1.72881], [1.04430, -0.62557, 0.55179], [1.99978, -1.40464, -0.34602], [3.40542, -1.45291, 0.26289], [4.15207, -0.25805, -0.03744], [4.82566, -0.09547, -1.22659], [4.88095, -0.88725, -2.12821], [5.42917, 1.12251, -1.22482], [5.12544, 1.73347, -0.03790], [5.50858, 2.97669, 0.41384], [5.04689, 3.35413, 1.66783], [4.23485, 2.51844, 2.42259], [3.85052, 1.26597, 1.96802], [4.31187, 0.88416, 0.72288], [-0.08536, -0.14948, -0.01494], [-0.61342, -0.45610, -1.32249], [-1.92404, -1.24698, -1.18591], [-2.85235, -0.45195, -0.41720], [-4.22113, -0.64053, -0.59101], [-4.75712, -1.82447, -1.10310], [-6.11531, -1.97150, -1.31185], [-6.98525, -0.94058, -1.00584], [-6.48121, 0.24938, -0.50967], [-5.12068, 0.39974, -0.32024], [-4.54180, 1.94731, 0.20871], [-2.33721, -0.19720, 0.91469], [-1.03369, 0.58902, 0.79758], [1.61971, -2.42324, -0.44889], [2.06990, -0.95685, -1.33696], [3.33478, -1.55571, 1.34745], [3.95984, -2.29351, -0.16233], [6.13479, 3.61846, -0.18309], [5.32351, 4.32074, 2.05931], [3.89016, 2.85114, 3.38962], [3.19750, 0.63027, 2.54217], [0.09563, -1.03038, -1.91387], [-0.82836, 0.48662, -1.83884], [-2.33580, -1.42456, -2.18041], [-1.70826, -2.21586, -0.70434], [-4.09734, -2.64814, -1.32748], [-6.49468, -2.90220, -1.70595], [-8.04681, -1.05274, -1.15941], [-7.13995, 1.07424, -0.28641], [-3.06138, 0.36784, 1.49729], [-2.13776, -1.14879, 1.43528], [-0.58715, 0.74659, 1.77961], [-1.23126, 1.55407, 0.32088]],
  "lowdin_charge": [0.04, -0.43, -0.06, -0.10, 0.05, -0.49, 0.12, 0.16, -0.18, 0.00, -0.09, -0.08, 0.00, -0.13, -0.05, -0.12, -0.15, -0.13, -0.25, -0.02, -0.09, -0.09, -0.11, -0.57, 0.72, -0.16, -0.11, 0.13, 0.12, 0.13, 0.13, 0.12, 0.10, 0.10, 0.10, 0.11, 0.14, 0.13, 0.13, 0.11, 0.10, 0.10, 0.10, 0.09, 0.14, 0.12, 0.13],
  "smiles": "O=C(CCn1c(=O)oc2ccccc21)N1CCN(c2ccccc2Cl)CC1",
  "e_homo_ev": -8.3,
  "e_above_lowest_kcal_mol": 29.5,
  "e_tot_ha": -1624.3690
}

{
  "formula": "C20H20IN6O6RhS2",
  "method": "ωB97M-V/def2-TZVPD",
  "species": ["Rh", "O", "C", "O", "C", "C", "N", "N", "C", "C", "O", "O", "H", "H", "H", "C", "C", "N", "C", "C", "S", "C", "C", "S", "C", "N", "C", "H", "H", "H", "H", "H", "H", "H", "H", "N", "C", "O", "C", "I", "H", "H", "H", "H", "O", "N", "C", "C", "C", "C", "C", "H", "H", "H", "H", "H"],
  "positions_angstrom": [[0.36376, -0.37408, -0.09328], [4.33686, -0.67367, 4.11562], [3.12568, -0.60784, 4.63995], [2.91950, -0.47979, 5.81774], [1.97089, -0.70905, 3.69464], [0.67067, -0.90495, 4.10903], [-0.10798, -0.88709, 3.01307], [0.61759, -0.68691, 1.90920], [1.88019, -0.59054, 2.29897], [2.89712, -0.44696, 1.20978], [4.09010, -0.50634, 1.47649], [2.38724, -0.26680, 0.04478], [4.31776, -0.66524, 3.12089], [0.28205, -1.06240, 5.10118], [-1.09853, -1.05031, 2.94597], [0.63853, -2.35994, -3.12580], [0.67153, -0.87204, -3.21211], [0.56040, -0.03348, -2.20703], [0.70321, 1.28602, -2.63281], [0.86441, 1.42894, -3.96782], [0.88907, -0.09932, -4.71911], [0.75345, 2.34593, -1.62624], [1.05046, 3.66051, -1.79786], [1.11087, 4.43352, -0.27573], [0.74035, 2.95283, 0.50679], [0.56444, 1.96711, -0.32562], [0.66325, 2.82125, 1.99208], [0.65161, -2.67271, -2.08925], [1.50286, -2.77917, -3.64049], [-0.25688, -2.75442, -3.60987], [0.99558, 2.33707, -4.53258], [1.25079, 4.19715, -2.71073], [0.32792, 3.74633, 2.45811], [1.65039, 2.58648, 2.39556], [-0.01302, 2.00854, 2.25409], [-2.11998, -2.67026, 1.05300], [-1.05538, -3.26724, 0.47799], [-0.29200, -2.65378, -0.26239], [-0.80933, -4.71387, 0.80183], [0.47166, -4.56385, 2.57754], [-2.31917, -1.71712, 0.75938], [-2.83466, -3.21215, 1.50756], [-0.09859, -5.20900, 0.15751], [-1.61124, -5.30231, 1.22585], [-1.76261, 0.03051, 0.14347], [-2.28959, 0.80408, -0.80183], [-2.59280, 2.07534, -0.50161], [-3.10358, 2.91415, -1.46912], [-3.29163, 2.43732, -2.75676], [-2.98704, 1.11253, -3.03382], [-2.49764, 0.30546, -2.03149], [-2.39441, 2.36203, 0.51927], [-3.35126, 3.93109, -1.20133], [-3.67285, 3.08691, -3.53239], [-3.13097, 0.69488, -4.01985], [-2.22905, -0.73335, -2.15043]],
  "lowdin_spin": [0.84, 0.00, 0.00, 0.00, 0.00, 0.00, 0.00, 0.00, 0.00, 0.00, 0.00, 0.00, 0.00, 0.00, 0.00, 0.00, 0.00, 0.00, 0.00, 0.00, 0.00, 0.00, 0.00, 0.01, 0.00, 0.06, 0.00, 0.00, 0.00, 0.00, 0.00, 0.00, 0.00, 0.00, 0.00, 0.00, 0.01, 0.04, 0.00, 0.00, 0.00, 0.00, 0.00, 0.00, 0.00, 0.00, 0.00, 0.00, 0.00, 0.00, 0.00, 0.00, 0.00, 0.00, 0.00, 0.00],
  "s_squared": 0.75,
  "e_homo_ev": [-10.6, -11.3],
  "e_above_lowest_kcal_mol": 10.7,
  "charge": 1,
  "e_tot_ha": -2758.5977,
  "multiplicity": 2
}